Entry 1:
ORCA calculation (ωB97M-V/def2-TZVPD) on C17H15NO3S as an isolated structure.

Last column: natural (NBO) charge in e.
Cartesian coordinates (Å):
1 O 1.802 -1.344 4.716  -0.59
2 O -4.074 0.674 -3.643  -0.99
3 O -0.439 -0.827 4.494  -0.44
4 C 0.799 -0.953 4.044  0.74
5 C 0.955 -0.619 2.681  -0.17
6 C -0.328 -0.619 2.183  0.09
7 C -1.673 1.296 -4.397  -0.56
8 C 4.209 -0.303 -0.093  -0.19
9 C 4.020 -1.446 0.619  -0.23
10 C 3.413 0.828 -0.008  -0.24
11 C 2.986 -1.418 1.519  -0.15
12 C 2.279 0.750 0.929  -0.15
13 C -2.255 0.190 0.666  -0.18
14 C -0.195 -0.653 -0.335  -0.18
15 C -2.848 0.399 -0.560  -0.21
16 C -0.784 -0.400 -1.553  -0.19
17 C 2.097 -0.422 1.807  -0.06
18 C -0.847 -0.265 0.810  -0.10
19 C -2.073 0.175 -1.688  -0.29
20 N -2.590 1.965 -2.919  -0.94
21 C -1.233 -0.844 3.376  -0.11
22 S -2.620 0.434 -3.368  1.53
23 H -0.641 1.221 -4.167  0.23
24 H -2.001 1.603 -5.392  0.27
25 H 5.003 -0.335 -0.869  0.21
26 H 4.507 -2.339 0.527  0.22
27 H 3.331 1.620 -0.801  0.23
28 H 2.629 -2.353 2.013  0.21
29 H 1.523 1.452 1.030  0.20
30 H -2.943 0.477 1.521  0.22
31 H 0.736 -1.131 -0.199  0.23
32 H -3.896 0.786 -0.565  0.24
33 H -0.242 -0.613 -2.415  0.19
34 H -1.660 2.369 -3.180  0.35
35 H -3.231 2.434 -3.521  0.41
36 H -1.949 -0.035 3.504  0.20
37 H -1.769 -1.752 3.233  0.20

Atomic forces in eV per Å
O -3.67 1.30 -1.22
O -0.95 -2.07 -0.69
O 0.66 -0.98 1.08
C 6.67 -1.80 3.74
C -3.45 0.52 -3.40
C 0.58 1.50 -0.05
C 1.69 -1.29 -4.08
C 2.02 0.69 -2.40
C -2.01 2.03 1.17
C -3.97 -0.10 1.35
C -1.61 -3.05 2.07
C 2.59 -2.65 0.60
C 0.88 0.03 1.39
C -0.79 0.65 0.47
C -0.36 0.22 0.65
C -1.82 0.90 0.49
C 2.10 3.12 -2.72
C -3.18 -0.58 1.67
C 2.53 -1.58 1.93
N 2.12 8.61 2.28
C -1.33 1.77 -1.91
S -3.74 -5.94 -2.20
H 1.18 0.24 -0.05
H 0.06 -0.14 0.14
H -0.52 0.26 0.53
H 1.60 -1.86 -0.62
H 0.73 -0.76 1.12
H 1.13 0.33 -0.24
H -1.00 1.76 -0.23
H 1.44 -0.62 -0.67
H 0.97 -0.39 -0.43
H 1.07 -0.38 -0.38
H 0.78 -0.56 -1.58
H -0.06 0.85 2.13
H -1.57 0.94 0.08
H -0.29 0.04 -0.26
H -0.48 -1.02 0.26

Total charge: 0
Multiplicity: 1
Orbital gap in Eh: 0.214
Energy above the lowest of the compared OMol25 structures with the same formula, charge and spin in kJ/mol: 1181.0
HOMO in eV: -6.673
LUMO level in eV: -0.9

=====

Entry 2:
ORCA calculation (ωB97M-V/def2-TZVPD) on C17H16AsIN8O6PtS as an isolated structure.

Last column: natural (NBO) charge in e.
Cartesian coordinates (Å):
1 Pt -0.268 0.651 -0.368  0.98
2 N -0.545 -3.332 0.188  -0.77
3 C -1.793 -2.836 0.111  0.61
4 N -2.823 -3.651 0.326  -0.57
5 C -4.016 -3.060 0.242  0.60
6 N -5.103 -3.843 0.369  -0.77
7 N -4.233 -1.745 0.053  -0.57
8 C -3.120 -1.052 -0.143  0.44
9 N -1.899 -1.532 -0.201  -0.57
10 C -3.276 0.438 -0.265  0.18
11 C -4.520 1.004 -0.025  -0.20
12 C -4.670 2.377 -0.054  -0.14
13 C -3.571 3.164 -0.347  -0.22
14 C -2.365 2.542 -0.591  0.04
15 N -2.211 1.206 -0.558  -0.43
16 H -0.428 -4.254 0.569  0.41
17 H 0.207 -2.668 0.283  0.42
18 H -4.983 -4.807 0.618  0.41
19 H -6.006 -3.410 0.426  0.41
20 H -5.343 0.344 0.200  0.26
21 H -5.630 2.826 0.160  0.23
22 H -3.625 4.243 -0.368  0.24
23 H -1.470 3.117 -0.800  0.23
24 O 1.864 1.103 3.001  -1.02
25 As 0.396 1.887 2.493  2.46
26 O -0.389 2.579 3.726  -1.13
27 O -0.552 0.769 1.614  -1.12
28 C 0.886 3.169 1.096  -0.45
29 C 0.291 4.409 1.250  -0.20
30 C 0.286 5.341 0.210  -0.22
31 C 0.862 5.010 -1.001  -0.22
32 C 1.477 3.770 -1.168  -0.25
33 C 1.478 2.846 -0.138  -0.24
34 S 2.576 1.437 -0.316  2.39
35 O 3.042 1.403 -1.673  -0.96
36 O 3.552 1.599 0.732  -0.96
37 O 1.671 0.235 0.000  -0.97
38 H 2.563 1.185 2.326  0.52
39 H -0.190 4.630 2.197  0.25
40 H -0.166 6.313 0.356  0.22
41 H 0.870 5.723 -1.817  0.22
42 H 1.977 3.520 -2.095  0.24
43 I 1.926 -1.088 -5.860  0.22
44 C 0.859 -0.151 -4.377  -0.30
45 C -0.055 0.865 -4.523  -0.04
46 N -0.491 1.171 -3.289  -0.31
47 N 0.095 0.401 -2.356  -0.27
48 C 0.923 -0.402 -2.999  0.00
49 H -0.420 1.382 -5.394  0.24
50 H -1.162 1.864 -3.003  0.43
51 H 1.539 -1.090 -2.447  0.25

Atomic forces in eV per Å
Pt 0.02 -0.85 -0.21
N -0.01 -0.02 0.01
C -0.02 0.00 -0.12
N -0.02 0.01 -0.01
C -0.01 -0.03 0.02
N -0.01 0.02 -0.01
N 0.07 -0.01 0.02
C 0.10 0.12 -0.02
N -0.10 -0.08 0.18
C -0.04 -0.09 -0.13
C 0.00 -0.01 -0.06
C -0.09 0.02 0.01
C 0.05 0.00 -0.04
C -0.04 0.01 -0.13
N -0.24 0.19 0.46
H 0.00 0.00 0.01
H 0.01 0.00 -0.02
H 0.01 0.00 0.00
H 0.00 -0.01 0.01
H 0.01 -0.01 0.01
H 0.00 0.00 -0.01
H 0.00 0.00 0.00
H 0.01 0.00 0.05
O -0.07 0.02 0.12
As 0.33 0.09 -0.22
O -0.03 0.12 0.06
O -0.15 -0.04 -0.19
C -0.30 -0.13 -0.01
C -0.05 0.06 0.01
C 0.02 -0.06 0.03
C 0.01 -0.04 -0.03
C -0.01 0.05 -0.12
C 0.60 0.54 0.20
S -0.62 -0.09 0.22
O 0.01 0.01 -0.05
O 0.10 -0.30 0.01
O 0.67 0.41 -0.07
H 0.00 -0.05 -0.02
H 0.00 0.00 0.00
H -0.01 0.00 0.00
H 0.00 0.00 0.00
H 0.02 0.00 0.02
I 0.01 -0.01 -0.01
C 0.01 0.02 -0.01
C -0.05 0.04 0.03
N 0.04 -0.10 0.02
N -0.34 0.32 -0.05
C 0.08 -0.08 0.15
H 0.03 -0.02 -0.02
H 0.00 0.02 -0.03
H 0.01 -0.01 -0.04

Total charge: 0
Multiplicity: 1
Orbital gap in Eh: 0.269
Energy above the lowest of the compared OMol25 structures with the same formula, charge and spin in kJ/mol: 39.2
HOMO in eV: -8.200
LUMO level in eV: -0.9

=====

Entry 3:
ORCA calculation (ωB97M-V/def2-TZVPD) on one molecule with the formula C17H16BF2N3OS.

Last column: natural (NBO) charge in e.
Cartesian coordinates (Å):
1 O -1.838 4.350 1.651  -0.62
2 F -0.533 -1.013 -0.859  -0.52
3 F 0.445 -1.261 1.191  -0.53
4 S -0.478 -3.574 -0.330  0.53
5 C -2.571 3.372 1.571  0.69
6 C -0.732 -5.270 -0.241  -0.40
7 C 0.430 -5.961 -0.404  -0.27
8 C 1.718 2.764 0.027  -0.18
9 C 0.422 2.881 0.497  -0.32
10 C 1.559 -5.133 -0.585  -0.20
11 C 3.903 -1.510 -1.583  -0.17
12 C 3.389 -2.781 -1.568  -0.29
13 C 3.048 0.767 -0.835  -0.05
14 C 1.227 -3.782 -0.653  -0.27
15 C 2.956 -0.598 -1.024  0.05
16 C 2.078 -2.698 -1.011  0.24
17 C 1.930 1.404 -0.286  0.04
18 C -0.167 1.594 0.559  0.28
19 N 1.829 -1.395 -0.736  -0.50
20 N -3.810 3.361 0.928  -0.63
21 N 0.756 0.751 0.068  -0.50
22 B 0.574 -0.767 -0.088  1.16
23 C -4.047 4.338 -0.127  -0.42
24 C -2.123 2.033 2.103  -0.49
25 C -1.559 1.202 0.943  -0.44
26 H -1.724 -5.707 -0.125  0.24
27 H 0.429 -7.038 -0.264  0.23
28 H 2.473 3.527 -0.082  0.22
29 H -0.021 3.775 0.906  0.26
30 H 2.588 -5.439 -0.795  0.22
31 H 4.910 -1.231 -1.941  0.23
32 H 3.803 -3.730 -1.951  0.23
33 H 3.920 1.326 -1.002  0.23
34 H -4.257 2.456 0.741  0.39
35 H -5.114 4.325 -0.502  0.20
36 H -3.838 5.327 0.240  0.22
37 H -3.390 4.151 -0.971  0.19
38 H -1.355 2.173 2.859  0.24
39 H -3.032 1.507 2.468  0.22
40 H -2.211 1.359 0.074  0.22
41 H -1.589 0.143 1.137  0.26

Atomic forces in eV per Å
O -1.29 -0.21 -0.24
F -0.74 0.10 -0.57
F -0.33 -0.60 0.86
S -0.08 -1.11 -0.32
C 0.04 0.22 -0.17
C 0.11 0.52 -0.18
C 0.08 -0.58 0.65
C -0.11 -0.25 -0.12
C 0.24 0.68 0.76
C 0.21 0.94 -0.84
C 1.20 0.45 -0.13
C -0.35 -0.78 -0.24
C -2.70 -1.01 1.15
C -1.36 -1.23 0.31
C 0.62 -2.11 -1.11
C 1.14 1.70 0.32
C -0.34 0.96 0.34
C 1.35 0.60 -0.99
N 0.26 0.71 0.10
N 0.37 -0.21 -0.10
N 0.28 -0.96 -0.65
B 0.36 0.34 0.42
C -1.09 0.03 -0.38
C -0.90 -0.51 -0.16
C 0.22 0.28 -0.41
H 0.35 0.34 0.15
H 0.32 0.12 -0.30
H -0.16 0.15 -0.01
H 0.02 -0.08 -0.24
H -0.49 -0.18 0.27
H -0.79 -0.14 0.24
H -0.06 0.92 0.32
H 1.06 0.46 -0.43
H 0.62 0.54 0.44
H 1.16 -0.19 0.65
H 0.07 0.35 0.19
H 0.11 0.01 -0.26
H -0.29 -0.02 0.24
H 0.75 0.21 0.20
H 0.15 -0.12 -0.06
H 0.00 -0.34 0.29

Total charge: 0
Multiplicity: 1
Orbital gap in Eh: 0.223
Energy above the lowest of the compared OMol25 structures with the same formula, charge and spin in kJ/mol: 18.6
HOMO in eV: -7.410
LUMO level in eV: -1.3

=====

Entry 4:
ORCA calculation (ωB97M-V/def2-TZVPD) on one molecule with the formula C17H16Cl2N4OS.

Last column: natural (NBO) charge in e.
Cartesian coordinates (Å):
1 C 0.814 2.285 4.582  -0.42
2 C 1.454 2.833 3.439  -0.21
3 C 1.707 2.095 2.105  -0.23
4 N 1.254 0.897 2.051  -0.38
5 C 2.065 -0.304 2.409  0.14
6 C 3.459 -0.258 2.946  -0.61
7 C 1.072 -1.160 2.340  -0.26
8 C -0.098 -0.732 1.765  -0.28
9 C -1.240 -1.672 1.197  0.54
10 O -2.129 -1.119 0.717  -0.56
11 C -1.012 -3.016 1.120  -0.45
12 S 0.098 -3.566 -0.564  0.18
13 C 0.567 -1.837 -0.776  0.15
14 N 1.930 -1.309 -0.651  -0.20
15 N 1.764 -0.078 -0.831  -0.23
16 C 0.593 0.142 -1.467  0.20
17 C -0.023 1.426 -1.901  0.04
18 Cl 1.189 2.836 -2.136  -0.01
19 C -1.012 1.204 -2.585  -0.27
20 C -1.999 0.187 -2.505  -0.08
21 Cl -3.647 0.289 -3.023  0.07
22 C -1.425 -0.747 -1.977  0.03
23 N -0.168 -1.059 -1.479  -0.37
24 C 0.148 0.693 1.549  0.27
25 C -1.021 1.539 1.295  -0.62
26 H 0.743 2.699 5.693  0.22
27 H 0.348 1.369 4.515  0.18
28 H 1.916 3.819 3.687  0.21
29 H 2.985 2.139 1.922  0.22
30 H 1.107 2.875 1.593  0.25
31 H 3.441 0.487 3.749  0.23
32 H 4.027 -0.070 2.264  0.19
33 H 3.787 -1.318 3.305  0.24
34 H 1.518 -2.209 2.235  0.21
35 H -0.495 -3.357 1.822  0.21
36 H -1.937 -3.518 0.880  0.24
37 H -1.623 2.192 -2.913  0.24
38 H -2.023 -1.780 -1.724  0.22
39 H -0.573 2.325 0.459  0.19
40 H -1.872 1.150 0.991  0.25
41 H -1.286 2.033 2.181  0.23

Atomic forces in eV per Å
C 2.18 3.24 -1.05
C -0.41 -1.24 5.60
C 5.58 9.36 2.08
N 5.83 -3.15 1.21
C -2.10 3.61 0.50
C -6.64 -3.67 7.51
C 2.34 -6.70 -0.79
C -1.70 -0.38 -1.32
C 6.64 5.39 2.91
O -6.18 2.34 -2.85
C -2.57 -3.19 -7.30
S -0.88 2.44 2.14
C 4.63 -5.39 0.09
N -4.44 -4.09 1.99
N -0.41 3.90 -3.02
C 1.52 1.66 1.94
C 10.36 -1.18 3.09
Cl -1.99 -1.71 0.64
C -11.47 7.00 -5.63
C -0.89 5.69 -3.03
Cl 0.91 0.02 0.20
C -1.10 -16.08 5.75
N 0.34 8.36 -2.03
C -8.47 -7.24 -0.55
C 5.87 4.98 -1.95
H 0.31 -0.20 -2.90
H -0.88 -2.18 -0.31
H -0.20 -0.77 -1.03
H -3.84 0.26 0.09
H 0.91 -0.84 -1.55
H 0.61 -0.31 0.05
H 6.89 2.69 -7.63
H -0.94 1.93 -0.27
H -1.45 0.83 0.81
H 4.16 -3.27 5.92
H -0.13 -0.40 0.37
H 1.94 -1.74 -0.15
H 0.81 2.53 -0.92
H -1.79 -1.22 2.01
H -3.32 -2.63 -1.94
H -0.03 1.37 1.30

Total charge: 0
Multiplicity: 1
Orbital gap in Eh: 0.272
HOMO in eV: -7.786
LUMO level in eV: -0.4

=====

Entry 5:
ORCA calculation (ωB97M-V/def2-TZVPD) on one molecule with the formula C17H16ClNO2.

Last column: natural (NBO) charge in e.
Cartesian coordinates (Å):
1 C 5.298 -1.323 2.087  -0.25
2 O 5.360 -1.464 0.689  -0.49
3 C 4.437 -0.819 -0.075  0.31
4 C 4.565 -0.984 -1.455  -0.25
5 C 3.684 -0.362 -2.314  -0.19
6 C 2.657 0.426 -1.819  -0.24
7 C 2.514 0.582 -0.449  0.05
8 C 1.406 1.395 0.101  0.18
9 N 1.488 2.649 -0.084  -0.13
10 O 0.441 3.431 0.416  -0.58
11 C 0.283 0.719 0.777  -0.29
12 C 0.342 -0.707 1.229  -0.40
13 C -0.469 -0.368 0.015  -0.22
14 C -1.944 -0.390 0.020  -0.03
15 C -2.690 -0.092 1.158  -0.16
16 C -4.071 -0.118 1.133  -0.24
17 C -4.726 -0.445 -0.043  -0.04
18 Cl -6.455 -0.481 -0.080  0.00
19 C -4.008 -0.742 -1.190  -0.23
20 C -2.627 -0.712 -1.151  -0.19
21 C 3.404 -0.036 0.425  -0.33
22 H 4.359 -1.718 2.491  0.17
23 H 5.413 -0.278 2.392  0.18
24 H 6.130 -1.905 2.480  0.20
25 H 5.371 -1.598 -1.824  0.23
26 H 3.799 -0.489 -3.380  0.22
27 H 1.969 0.921 -2.487  0.22
28 H 0.702 4.333 0.186  0.48
29 H -0.333 1.405 1.348  0.25
30 H -0.179 -0.967 2.138  0.22
31 H 1.255 -1.261 1.071  0.23
32 H -0.030 -0.650 -0.935  0.23
33 H -2.195 0.168 2.081  0.20
34 H -4.639 0.114 2.020  0.23
35 H -4.526 -0.993 -2.102  0.23
36 H -2.068 -0.943 -2.046  0.21
37 H 3.286 0.125 1.485  0.22

Atomic forces in eV per Å
C -0.01 0.02 0.23
O -0.02 0.02 -0.35
C -0.07 0.02 -0.10
C 0.06 -0.02 0.14
C 0.11 -0.07 0.03
C -0.16 0.07 0.16
C 0.22 0.00 -0.34
C -0.46 0.23 0.28
N 0.60 0.66 -0.38
O -0.15 -0.55 0.11
C -0.29 0.23 0.11
C 0.06 -0.10 -0.04
C 0.26 0.06 0.06
C -0.25 0.00 -0.01
C 0.04 -0.05 -0.14
C -0.09 -0.01 -0.04
C 0.22 -0.01 -0.04
Cl -0.21 0.00 0.00
C -0.16 0.02 0.08
C 0.11 0.04 0.16
C 0.22 -0.10 0.13
H 0.03 0.03 -0.02
H -0.02 -0.04 -0.01
H -0.08 0.06 0.02
H 0.10 -0.08 -0.05
H 0.02 -0.02 -0.09
H -0.08 0.07 -0.06
H 0.10 -0.34 -0.01
H -0.07 -0.15 -0.01
H -0.13 0.04 0.05
H 0.04 0.00 -0.05
H 0.08 0.01 0.06
H 0.08 0.03 0.12
H -0.07 0.02 0.06
H -0.07 -0.02 -0.07
H 0.07 -0.02 -0.08
H 0.00 -0.03 0.11

Total charge: 0
Multiplicity: 1
Orbital gap in Eh: 0.343
Energy above the lowest of the compared OMol25 structures with the same formula, charge and spin in kJ/mol: 315.4
HOMO in eV: -8.585
LUMO level in eV: 0.7

=====

Entry 6:
ORCA calculation (ωB97M-V/def2-TZVPD) on C17H16CsN3O4 as an isolated structure.

Last column: natural (NBO) charge in e.
Cartesian coordinates (Å):
1 Cs 0.127 -1.282 -1.594  0.93
2 O -2.582 -0.661 2.522  -0.72
3 C -2.327 0.584 2.955  0.42
4 C -3.103 1.091 4.004  -0.33
5 C -2.885 2.367 4.490  -0.21
6 C -1.886 3.163 3.939  -0.30
7 C -1.120 2.657 2.898  -0.15
8 C -1.314 1.377 2.384  -0.21
9 C -0.472 0.844 1.238  0.57
10 O -0.725 -0.355 0.860  -0.81
11 N 0.415 1.687 0.781  -0.50
12 N 1.125 1.199 -0.330  -0.31
13 C 2.180 1.886 -0.552  0.07
14 C 3.154 1.732 -1.635  -0.23
15 C 4.199 2.658 -1.642  -0.16
16 C 5.208 2.666 -2.594  -0.36
17 C 5.160 1.689 -3.594  -0.21
18 C 4.152 0.754 -3.630  -0.34
19 C 3.099 0.704 -2.654  0.43
20 O 2.202 -0.188 -2.685  -0.80
21 H -1.902 -0.790 1.772  0.51
22 H -3.875 0.449 4.412  0.20
23 H -3.499 2.742 5.303  0.19
24 H -1.705 4.164 4.313  0.19
25 H -0.336 3.248 2.443  0.23
26 H 2.395 2.701 0.149  0.14
27 H 4.207 3.406 -0.852  0.18
28 H 6.004 3.400 -2.561  0.18
29 H 5.934 1.663 -4.359  0.18
30 H 4.122 -0.008 -4.403  0.19
31 N -4.121 -3.870 -1.204  -0.85
32 C -2.823 -3.378 -1.247  0.71
33 O -2.613 -2.322 -1.820  -0.67
34 C -1.779 -4.251 -0.576  -0.52
35 C -0.659 -4.680 -1.524  -0.97
36 H -4.827 -3.181 -1.406  0.37
37 H -4.321 -4.543 -0.486  0.37
38 H -2.360 -5.050 -0.056  0.11
39 H -1.372 -3.640 0.244  0.21
40 H -1.097 -5.288 -2.335  0.13
41 H 0.021 -5.343 -0.968  0.14

Atomic forces in eV per Å
Cs -0.55 -1.05 -0.26
O 0.10 0.08 -0.06
C -0.03 -0.06 0.01
C 0.02 -0.05 -0.05
C -0.02 0.03 0.04
C -0.01 -0.05 -0.02
C 0.03 0.00 -0.03
C 0.10 0.08 -0.02
C -0.21 0.13 0.30
O -0.17 0.27 0.52
N 0.02 -0.18 -0.15
N 0.14 0.37 0.33
C -0.01 -0.09 -0.08
C 0.01 0.03 0.04
C 0.02 0.00 -0.03
C -0.05 -0.01 0.04
C 0.03 -0.03 -0.07
C -0.04 -0.01 0.03
C -0.02 0.04 0.15
O 0.94 0.56 -0.54
H 0.05 0.00 -0.04
H 0.00 0.03 0.02
H 0.01 0.00 -0.01
H -0.01 -0.01 0.00
H 0.00 0.00 0.00
H 0.02 0.07 -0.02
H 0.01 0.00 -0.01
H -0.01 0.00 0.00
H -0.01 0.01 0.02
H 0.01 0.02 0.01
N 0.11 0.07 -0.03
C 0.10 0.00 -0.02
O -0.33 -0.17 -0.04
C -0.21 0.05 0.08
C -0.08 -0.07 -0.03
H -0.05 -0.02 0.02
H -0.05 -0.02 0.04
H 0.07 -0.05 -0.03
H 0.01 0.04 -0.06
H 0.01 -0.02 0.00
H 0.04 0.01 0.02

Total charge: -2
Multiplicity: 1
Orbital gap in Eh: 0.152
Energy above the lowest of the compared OMol25 structures with the same formula, charge and spin in kJ/mol: 72.0
HOMO in eV: 0.171
LUMO level in eV: 4.3